Record 1
Density functional theory data (ωB97M-V with the def2-TZVPD basis set) for C70H66IO26P3S as an isolated structure at a distorted geometry.

Atoms and positions in Å:
C: 3.512 -4.322 1.314
C: 2.290 -4.489 0.821
C: 0.780 -4.464 0.196
C: 0.787 -4.502 -1.433
C: -0.450 -5.404 -2.047
I: -0.221 -5.733 -4.240
C: -0.495 -6.897 -1.428
P: -1.431 -8.201 -2.403
O: -1.880 -9.278 -1.353
O: -0.444 -9.103 -3.522
O: -2.874 -7.680 -3.164
C: -1.896 -4.607 -1.941
P: -2.795 -4.813 -0.301
C: -4.659 -4.571 -0.761
C: -2.471 -3.457 0.971
C: -1.947 -4.041 2.420
S: -1.584 -2.900 -2.567
O: -2.173 -1.775 -1.699
O: -2.378 -2.770 -3.883
O: -0.011 -2.536 -2.988
C: 1.030 -3.096 -2.153
C: 2.341 -3.254 -3.142
C: 3.752 -3.193 -2.365
C: 4.823 -4.226 -3.061
C: 4.375 -5.793 -2.846
C: 6.299 -4.126 -2.342
P: 1.582 -1.659 -0.969
O: 0.253 -1.072 -0.051
O: 2.135 -0.357 -1.970
H: 4.622 -4.061 1.448
H: 0.266 -5.386 0.681
H: 0.270 -3.546 0.653
H: 1.724 -5.158 -1.686
H: 0.617 -7.252 -1.354
H: -0.884 -6.932 -0.329
H: -0.751 -8.766 -4.416
H: -3.610 -7.638 -2.498
H: -2.555 -5.151 -2.740
H: -5.002 -3.479 -0.648
H: -5.245 -5.283 -0.043
H: -4.808 -5.004 -1.818
H: -3.466 -2.900 1.201
H: -1.709 -2.651 0.677
H: -2.808 -4.400 3.091
H: -1.095 -4.800 2.289
H: -1.466 -3.116 2.950
H: 2.293 -2.308 -3.826
H: 2.325 -4.215 -3.764
H: 4.161 -2.120 -2.453
H: 3.729 -3.492 -1.257
H: 4.929 -3.950 -4.172
H: 3.468 -6.051 -3.538
H: 3.996 -5.976 -1.768
H: 5.209 -6.535 -3.126
H: 6.426 -3.152 -1.732
H: 6.393 -5.007 -1.581
H: 7.162 -4.286 -3.097
H: -0.051 -0.239 -0.492
H: 3.089 -0.201 -1.705
C: 2.911 2.669 2.247
C: 2.831 1.687 1.348
C: 4.010 1.269 0.563
O: 3.936 0.373 -0.260
C: 5.282 1.980 0.812
C: 5.362 2.962 1.710
C: 4.182 3.380 2.496
O: 4.254 4.277 3.318
H: 2.057 2.989 2.830
H: 1.907 1.155 1.154
H: 6.136 1.660 0.228
H: 6.285 3.494 1.904
C: 8.948 -5.679 1.112
C: 9.518 -6.705 1.747
C: 8.768 -7.508 2.734
O: 9.288 -8.444 3.315
C: 7.361 -7.132 2.990
C: 6.791 -6.106 2.355
C: 7.542 -5.303 1.368
O: 7.022 -4.366 0.785
H: 9.484 -5.079 0.386
H: 10.547 -6.994 1.570
H: 6.826 -7.732 3.716
H: 5.763 -5.818 2.532
C: -3.723 -8.887 -5.840
C: -4.687 -9.770 -5.577
C: -5.325 -10.552 -6.657
O: -6.208 -11.359 -6.419
C: -4.852 -10.318 -8.038
C: -3.888 -9.434 -8.300
C: -3.250 -8.653 -7.219
O: -2.367 -7.846 -7.458
H: -3.245 -8.305 -5.061
H: -5.043 -9.954 -4.573
H: -5.330 -10.900 -8.817
H: -3.530 -9.251 -9.306
C: 3.091 9.086 5.471
C: 2.170 8.863 6.411
C: 1.576 7.523 6.599
O: 0.734 7.319 7.456
C: 2.043 6.440 5.709
C: 2.964 6.663 4.769
C: 3.557 8.003 4.580
O: 4.400 8.208 3.723
H: 3.536 10.062 5.319
H: 1.819 9.646 7.072
H: 1.598 5.465 5.861
H: 3.315 5.881 4.107
C: 0.331 8.475 0.487
C: 0.920 7.463 1.127
C: 0.188 6.661 2.130
O: 0.726 5.738 2.716
C: -1.220 7.021 2.394
C: -1.809 8.033 1.754
C: -1.077 8.836 0.752
O: -1.615 9.759 0.165
H: 0.853 9.074 -0.249
H: 1.951 7.185 0.945
H: -1.742 6.423 3.131
H: -2.840 8.311 1.937
C: -5.693 11.214 -0.317
C: -5.105 10.202 0.323
C: -5.836 9.400 1.325
O: -5.299 8.476 1.912
C: -7.245 9.761 1.590
C: -7.833 10.772 0.950
C: -7.102 11.575 -0.053
O: -7.639 12.498 -0.639
H: -5.172 11.813 -1.054
H: -4.073 9.924 0.140
H: -7.766 9.162 2.326
H: -8.864 11.050 1.133
C: 0.708 13.552 10.334
C: 0.405 13.070 9.127
C: 1.419 12.387 8.298
O: 1.143 11.948 7.194
C: 2.781 12.256 8.857
C: 3.084 12.738 10.063
C: 2.070 13.422 10.893
O: 2.345 13.860 11.995
H: -0.022 14.056 10.954
H: -0.588 13.157 8.703
H: 3.511 11.752 8.236
H: 4.077 12.651 10.487
C: 2.173 5.214 -1.812
C: 2.248 6.135 -2.775
C: 1.219 6.223 -3.832
O: 1.287 7.062 -4.712
C: 0.105 5.254 -3.781
C: 0.030 4.333 -2.818
C: 1.059 4.245 -1.761
O: 0.991 3.405 -0.881
H: 2.919 5.134 -1.030
H: 3.057 6.853 -2.826
H: -0.640 5.333 -4.563
H: -0.779 3.615 -2.767
C: -9.941 -7.792 -3.360
C: -8.622 -7.666 -3.515
C: -7.872 -8.538 -4.443
O: -6.665 -8.424 -4.583
C: -8.640 -9.554 -5.193
C: -9.959 -9.680 -5.038
C: -10.709 -8.808 -4.111
O: -11.914 -8.921 -3.970
H: -10.506 -7.162 -2.684
H: -8.045 -6.926 -2.974
H: -8.075 -10.184 -5.869
H: -10.536 -10.419 -5.580

## Properties
frontier orbital gap	0.226	hartree
net charge	0
HOMO	-8.120	eV
ΔE to the lowest compared entry with this formula, charge and spin	447.0	kJ/mol
LUMO level	-1.97	eV

Here are the Mulliken charges for atoms 1 to 5, given in e:
1. C -0.58
2. C -0.66
3. C 0.01
4. C 1.72
5. C -2.42

***

Record 2
Density functional theory data (ωB97M-V with the def2-TZVPD basis set) for C70H72As2N2PtTe as an isolated structure.

Atoms and positions in Å:
Pt: 0.516 -0.074 -0.538
C: 1.857 3.923 -1.463
C: 0.357 3.620 -1.489
C: -0.449 4.918 -1.396
C: -0.011 2.818 -2.721
C: 0.346 3.320 -3.969
C: 0.014 2.649 -5.131
C: -0.687 1.457 -5.045
C: -1.069 0.902 -3.826
C: -1.832 -0.420 -3.919
C: -3.071 -0.606 -3.043
C: -0.897 -1.611 -3.754
C: -0.708 1.607 -2.666
N: -1.101 1.121 -1.364
C: -2.233 1.557 -0.950
C: -2.858 1.191 0.387
N: -2.218 0.616 1.308
C: -2.866 0.373 2.552
C: -2.851 1.383 3.534
C: -3.463 1.132 4.755
C: -4.071 -0.084 5.017
C: -4.041 -1.070 4.052
C: -3.436 -0.878 2.809
C: -3.462 -2.088 1.880
C: -2.407 -3.093 2.363
C: -3.311 -1.856 0.380
C: -2.207 2.738 3.307
C: -3.250 3.857 3.222
C: -1.179 3.061 4.393
C: -4.266 1.662 0.337
C: -5.344 1.522 1.172
C: -6.567 2.137 0.808
C: -6.699 2.868 -0.345
C: -5.601 3.017 -1.228
C: -5.599 3.729 -2.451
C: -4.458 3.778 -3.208
C: -3.261 3.125 -2.826
C: -3.232 2.421 -1.646
C: -4.407 2.394 -0.858
H: 2.149 4.343 -0.499
H: 2.126 4.656 -2.228
H: 2.443 3.019 -1.638
H: 0.125 3.018 -0.609
H: -0.289 5.536 -2.282
H: -0.128 5.495 -0.525
H: -1.520 4.732 -1.303
H: 0.888 4.256 -4.024
H: 0.297 3.046 -6.097
H: -0.956 0.932 -5.955
H: -2.187 -0.442 -4.954
H: -2.798 -0.800 -2.007
H: -3.622 -1.479 -3.400
H: -3.745 0.249 -3.081
H: -0.507 -1.662 -2.736
H: -0.047 -1.533 -4.433
H: -1.432 -2.538 -3.977
H: -3.467 1.906 5.513
H: -4.553 -0.264 5.969
H: -4.515 -2.025 4.250
H: -4.451 -2.535 2.030
H: -1.423 -2.618 2.380
H: -2.353 -3.955 1.695
H: -2.623 -3.456 3.369
H: -2.342 -1.426 0.120
H: -4.093 -1.203 -0.011
H: -3.402 -2.818 -0.130
H: -1.683 2.702 2.352
H: -3.824 3.917 4.150
H: -3.952 3.701 2.403
H: -2.757 4.819 3.071
H: -1.649 3.122 5.377
H: -0.709 4.027 4.196
H: -0.396 2.304 4.441
H: -5.285 0.967 2.098
H: -7.415 2.029 1.470
H: -7.647 3.331 -0.590
H: -6.499 4.234 -2.780
H: -4.462 4.329 -4.140
H: -2.404 3.202 -3.478
C: 3.718 -2.357 -0.494
C: 3.499 -2.746 0.961
As: 1.654 -3.255 1.477
C: 1.184 -4.382 -0.057
C: -0.067 -4.168 -0.627
C: -0.524 -4.974 -1.663
C: 0.281 -5.989 -2.157
C: 1.546 -6.188 -1.619
C: 1.991 -5.394 -0.572
C: 2.093 -4.645 2.797
C: 1.269 -4.687 3.920
C: 1.469 -5.629 4.921
C: 2.504 -6.543 4.811
C: 3.339 -6.509 3.702
C: 3.134 -5.566 2.706
As: 2.416 -1.198 -1.458
C: 2.785 -2.132 -3.145
C: 1.916 -3.133 -3.559
C: 2.214 -3.917 -4.666
C: 3.390 -3.706 -5.369
C: 4.275 -2.721 -4.950
C: 3.979 -1.944 -3.840
C: 3.495 0.411 -1.718
C: 4.269 0.900 -0.669
C: 5.009 2.066 -0.815
C: 4.979 2.759 -2.017
C: 4.188 2.294 -3.059
C: 3.444 1.131 -2.908
H: 3.737 -3.262 -1.103
H: 4.689 -1.872 -0.624
H: 3.785 -1.943 1.637
H: 4.155 -3.585 1.199
H: -0.679 -3.353 -0.266
H: -1.505 -4.799 -2.088
H: -0.068 -6.616 -2.968
H: 2.188 -6.966 -2.014
H: 2.976 -5.574 -0.158
H: 0.460 -3.970 4.015
H: 0.818 -5.645 5.785
H: 2.665 -7.280 5.589
H: 4.152 -7.218 3.613
H: 3.803 -5.559 1.854
H: 1.007 -3.317 -3.002
H: 1.526 -4.694 -4.974
H: 3.623 -4.312 -6.236
H: 5.202 -2.561 -5.487
H: 4.681 -1.184 -3.521
H: 4.299 0.365 0.274
H: 5.604 2.431 0.013
H: 5.559 3.666 -2.137
H: 4.143 2.841 -3.992
H: 2.822 0.784 -3.726
C: 2.733 0.446 2.920
Te: 0.766 0.494 2.034
C: 1.213 2.589 1.865
C: 2.267 2.899 2.887
C: 2.521 4.199 3.316
C: 3.543 4.457 4.215
C: 4.325 3.412 4.689
C: 4.072 2.116 4.270
C: 3.039 1.849 3.376
H: 3.488 0.084 2.228
H: 2.699 -0.239 3.768
H: 0.328 3.210 1.976
H: 1.609 2.712 0.862
H: 1.910 5.012 2.941
H: 3.730 5.470 4.547
H: 5.126 3.607 5.392
H: 4.673 1.297 4.650

## Properties
frontier orbital gap (alpha / beta)	0.203 / 0.204	hartree
net charge	0
HOMO (alpha / beta)	-5.999 / -6.002	eV
LUMO level (alpha / beta)	-0.46 / -0.46	eV

Here are the Mulliken charges for atoms 1 to 5, given in e:
1. Pt 2.33
2. C -2.14
3. C 2.03
4. C -1.94
5. C 1.46

***

Record 3
Density functional theory data (ωB97M-V with the def2-TZVPD basis set) for C70H73BBrN7O2P2S3SiY as an isolated structure at a distorted geometry.

Atoms and positions in Å:
Y: 1.269 0.255 -1.082
C: -1.561 -4.216 -0.168
C: -1.695 -3.203 0.921
C: -1.949 -3.536 2.214
C: -2.012 -2.529 3.209
N: -1.945 -1.273 2.891
N: -1.722 -0.924 1.620
B: -1.664 0.578 1.383
N: -2.510 1.072 0.239
N: -3.697 0.344 0.144
C: -4.473 0.418 -0.862
C: -4.235 1.314 -2.040
C: -2.966 2.181 -1.879
C: -3.216 3.627 -2.280
C: -2.181 2.046 -0.617
S: -0.799 2.956 -0.448
C: -5.792 -0.340 -0.758
C: -6.278 -0.796 -2.135
C: -5.668 -1.552 0.171
C: -6.809 0.654 -0.162
N: -0.459 1.372 1.871
N: -1.559 1.430 2.636
C: -1.686 2.159 3.704
C: -0.504 2.831 4.109
C: 0.653 2.771 3.383
C: 1.877 3.494 3.818
C: 0.674 2.046 2.129
S: 1.932 2.214 1.033
C: -3.020 2.315 4.393
C: -3.501 3.754 4.141
C: -2.833 2.082 5.900
C: -4.052 1.341 3.817
C: -1.515 -1.817 0.626
S: -1.083 -1.340 -0.943
C: -2.150 -2.900 4.675
C: -1.121 -3.995 5.000
C: -3.576 -3.413 4.919
C: -1.869 -1.688 5.564
H: -1.852 -5.206 0.178
H: -0.527 -4.247 -0.517
H: -2.169 -3.929 -1.026
H: -2.094 -4.573 2.482
H: -5.139 1.894 -2.244
H: -3.966 4.055 -1.610
H: -3.586 3.679 -3.302
H: -2.314 4.227 -2.195
H: -5.563 -1.474 -2.605
H: -6.449 0.051 -2.803
H: -7.222 -1.329 -2.023
H: -4.974 -2.286 -0.247
H: -6.643 -2.025 0.292
H: -5.296 -1.254 1.148
H: -6.909 1.541 -0.791
H: -6.491 0.966 0.834
H: -7.790 0.181 -0.088
H: -0.530 3.428 5.009
H: 1.717 3.982 4.777
H: 2.159 4.239 3.071
H: 2.718 2.801 3.899
H: -2.807 4.490 4.550
H: -4.471 3.895 4.619
H: -3.615 3.940 3.071
H: -2.274 2.895 6.363
H: -2.304 1.147 6.086
H: -3.808 2.029 6.384
H: -4.274 1.578 2.773
H: -4.977 1.420 4.388
H: -3.693 0.315 3.863
H: -1.354 -4.939 4.505
H: -1.106 -4.182 6.074
H: -0.123 -3.675 4.692
H: -3.808 -4.269 4.283
H: -4.307 -2.628 4.716
H: -3.686 -3.725 5.959
H: -0.928 -1.216 5.273
H: -1.802 -2.002 6.605
H: -2.670 -0.955 5.476
C: 0.090 -2.171 -4.025
Si: 1.578 -1.119 -3.438
C: 3.049 -2.341 -3.406
C: 3.222 -3.244 -4.462
C: 4.296 -4.116 -4.511
C: 5.234 -4.110 -3.487
C: 5.064 -3.259 -2.411
C: 3.975 -2.385 -2.359
P: 3.716 -1.363 -0.857
C: 3.887 -2.588 0.465
C: 3.483 -3.852 0.277
C: 3.441 -4.830 1.360
C: 3.827 -4.532 2.599
C: 4.288 -3.165 2.980
C: 4.228 -2.096 1.843
C: 5.196 -0.285 -0.804
C: 6.469 -0.683 -0.405
C: 7.508 0.236 -0.380
C: 7.290 1.555 -0.752
C: 6.030 1.959 -1.165
C: 4.992 1.042 -1.183
C: 1.870 0.087 -4.903
C: 2.610 -0.309 -6.023
C: 2.719 0.492 -7.147
C: 2.093 1.731 -7.178
C: 1.389 2.164 -6.070
C: 1.276 1.355 -4.934
P: 0.396 2.022 -3.458
C: 0.910 3.766 -3.562
C: 2.280 3.989 -3.403
C: 2.783 5.278 -3.396
C: 1.918 6.357 -3.535
C: 0.558 6.141 -3.686
C: 0.050 4.848 -3.697
C: -1.376 1.917 -3.946
C: -1.933 2.310 -5.096
C: -3.336 2.003 -5.401
C: -4.107 1.249 -4.616
C: -3.615 0.673 -3.324
C: -2.242 1.251 -2.926
H: 0.213 -2.501 -5.061
H: -0.843 -1.603 -3.967
H: -0.019 -3.054 -3.392
H: 2.490 -3.270 -5.262
H: 4.404 -4.800 -5.343
H: 6.087 -4.776 -3.522
H: 5.775 -3.284 -1.594
H: 3.205 -4.187 -0.714
H: 3.109 -5.830 1.111
H: 3.809 -5.277 3.387
H: 5.258 -3.222 3.480
H: 5.142 -1.500 1.791
H: 6.654 -1.709 -0.111
H: 8.493 -0.078 -0.062
H: 8.103 2.269 -0.716
H: 5.848 2.985 -1.458
H: 4.002 1.360 -1.504
H: 3.118 -1.265 -6.016
H: 3.293 0.155 -8.001
H: 2.167 2.363 -8.053
H: 0.941 3.150 -6.077
H: 2.951 3.140 -3.311
H: 3.846 5.444 -3.284
H: 2.310 7.365 -3.526
H: -0.114 6.982 -3.797
H: -1.011 4.681 -3.827
H: -1.358 2.816 -5.861
H: -3.723 2.373 -6.343
H: -5.117 0.990 -4.920
H: -3.673 -0.419 -3.350
H: -1.660 0.499 -2.403
Br: 3.661 -3.038 6.553
C: 3.644 -1.812 5.110
C: 3.969 -0.536 5.285
N: 4.049 0.381 4.217
C: 3.696 0.022 3.051
C: 3.148 -1.315 2.660
C: 3.234 -2.366 3.795
C: 1.693 -1.157 2.137
O: 0.808 -1.291 2.974
O: 1.509 -0.926 0.888
H: 4.256 -0.133 6.247
H: 3.851 0.728 2.242
H: 2.295 -2.907 3.914

## Properties
frontier orbital gap	0.233	hartree
net charge	+1
HOMO	-9.163	eV
LUMO level	-2.83	eV

Here are the Mulliken charges for atoms 1 to 5, given in e:
1. Y -1.40
2. C -1.74
3. C 0.27
4. C -1.46
5. C -0.03